{"formula": "C9H22Cr2F3K4N2O21S5", "method": "ωB97M-V/def2-TZVPD", "total_charge": 0, "multiplicity": 10, "lumo_ha": [-0.10558, -0.10607], "gap_ev": [3.38, 4.09], "e_homo_ha": [-0.22980, -0.25648], "symbols": ["Cr", "Cr", "K", "K", "K", "K", "S", "O", "O", "O", "O", "S", "O", "O", "O", "O", "S", "O", "O", "O", "O", "S", "O", "O", "O", "O", "C", "F", "F", "F", "S", "O", "O", "O", "C", "C", "C", "O", "C", "N", "H", "H", "H", "H", "H", "H", "H", "H", "H", "H", "H", "C", "C", "C", "O", "C", "N", "H", "H", "H", "H", "H", "H", "H", "H", "H", "H", "H"], "xyz": [[-16.8133, 15.0550, 1.8568], [-16.2397, 18.8335, -0.6983], [-13.9285, 17.4971, 3.3366], [-13.5904, 13.4699, 2.8685], [-10.3829, 16.7317, 1.2608], [-13.3094, 12.7687, -1.3854], [-15.6213, 14.5419, 4.9786], [-14.2537, 15.0231, 5.0825], [-15.6171, 13.1073, 4.8409], [-16.4360, 14.8930, 6.1201], [-16.1552, 15.1558, 3.7394], [-15.9296, 11.7946, 1.3531], [-16.5295, 13.1038, 1.4392], [-15.7859, 11.4060, 2.7418], [-16.8189, 10.9159, 0.6334], [-14.5934, 11.8085, 0.7796], [-17.5663, 18.4161, 2.2074], [-16.7398, 18.7334, 3.3284], [-17.0694, 19.1969, 1.0668], [-17.3261, 17.0134, 1.9419], [-18.9616, 18.6826, 2.5013], [-14.1938, 16.2286, 0.3358], [-13.0139, 16.6734, 1.0013], [-15.0160, 17.3588, -0.0897], [-13.8502, 15.2848, -0.7226], [-14.9146, 15.5131, 1.4134], [-18.1928, 15.0408, -2.7734], [-17.0505, 15.0739, -3.3446], [-19.0797, 15.5852, -3.6104], [-18.5717, 13.8036, -2.5568], [-18.3035, 16.0041, -1.0986], [-19.7699, 16.1340, -0.7853], [-17.5570, 15.2304, -0.1513], [-17.6143, 17.3570, -1.3034], [-11.7940, 13.2461, -5.2764], [-13.0248, 13.9837, -4.6786], [-14.3961, 13.2549, -4.6425], [-14.5948, 12.5844, -5.8291], [-15.8843, 12.1639, -6.1432], [-12.5418, 14.5706, -3.4081], [-10.9999, 13.9897, -5.2085], [-11.9992, 13.0768, -6.3334], [-11.4912, 12.4367, -4.6122], [-13.2182, 14.8334, -5.3333], [-15.2601, 13.8796, -4.4158], [-14.4625, 12.4920, -3.8668], [-16.5583, 12.9658, -6.4446], [-16.3285, 11.6616, -5.2838], [-15.8462, 11.3649, -6.8836], [-11.9550, 15.3805, -3.5488], [-13.1897, 14.8367, -2.6805], [-13.8379, 19.4106, -4.1364], [-14.2121, 19.2646, -2.7199], [-14.3473, 20.6100, -1.9751], [-14.9002, 20.5549, -0.5827], [-14.7780, 21.6288, 0.2070], [-15.5518, 18.6744, -2.7300], [-14.3535, 20.2409, -4.6190], [-13.6787, 18.5209, -4.7457], [-12.8825, 19.8930, -4.3425], [-13.6040, 18.5680, -2.1428], [-14.9919, 21.2577, -2.5693], [-13.4264, 21.1912, -2.0230], [-14.7389, 21.3831, 1.2682], [-15.4512, 22.4707, 0.0449], [-13.8087, 22.1023, 0.0510], [-16.0992, 19.1360, -3.4424], [-15.4746, 17.7623, -3.1569]], "forces_ev_per_a": [[-2.391, 0.467, 0.026], [-2.194, -0.111, 0.794], [-1.638, -0.228, 0.521], [-0.809, -0.314, 0.146], [-0.532, -0.013, -0.177], [-0.589, -0.369, 0.607], [-1.373, 2.199, 0.809], [2.355, 0.907, -0.166], [-0.080, -3.058, -0.618], [0.022, 0.024, 0.163], [-0.316, -0.133, -0.282], [-1.824, -1.865, -0.873], [-0.473, 2.784, -0.350], [0.520, -1.041, 2.971], [0.199, -0.377, -0.263], [2.374, 0.985, -1.491], [-2.814, -0.199, 3.174], [2.573, 1.238, 2.158], [1.111, 1.685, -3.416], [0.114, -2.925, -1.592], [0.391, 0.106, -1.027], [-3.882, -2.178, 0.315], [5.224, 2.187, 1.363], [1.572, -0.610, -0.456], [0.404, -0.015, -1.189], [1.746, 0.075, -0.629], [-2.942, 1.250, 1.951], [2.779, 0.037, -0.878], [-0.152, 0.338, -0.195], [0.166, -0.775, 0.240], [-3.370, 3.642, 1.350], [4.110, -0.577, -1.663], [0.796, -1.401, -0.102], [-1.264, -2.306, -0.885], [-1.208, 1.131, 0.427], [0.175, 0.995, -0.347], [0.176, -0.446, 1.054], [1.250, 0.097, -1.727], [-0.724, -0.788, 0.735], [-0.122, -0.715, 0.825], [0.180, -0.038, -0.161], [0.289, -0.798, 0.214], [-0.147, -0.453, -0.571], [-0.069, -0.011, -0.478], [0.252, 0.765, -0.059], [0.369, -0.310, 0.695], [0.112, 0.179, -0.157], [-0.242, 0.077, 0.365], [0.270, 0.418, -0.331], [0.021, -0.134, -0.318], [-0.658, 0.369, -0.307], [2.607, 1.948, -1.642], [-0.990, -0.011, 1.412], [-0.075, 1.199, 0.271], [0.150, -3.629, -3.817], [1.563, 3.263, 1.735], [-0.328, -0.253, 0.235], [-1.270, -0.658, -0.279], [-1.012, -0.225, 0.231], [0.929, -0.103, 0.874], [0.286, 0.089, -0.059], [-0.639, -0.103, 0.007], [0.461, -0.326, 0.685], [-0.658, -0.462, -0.130], [-0.730, -0.395, -0.144], [0.507, 0.010, -0.208], [-0.430, 0.618, 0.058], [-0.111, -0.728, 0.573]]}

{"formula": "C9H22FNO10S3", "method": "ωB97M-V/def2-TZVPD", "total_charge": 0, "smiles": "CC(=O)OCNS(=O)(=O)F.CCOS(C)(=O)=O.CCOS(C)(=O)=O", "lumo_ha": -0.05416, "gap_ev": 8.99, "e_homo_ha": -0.38453, "symbols": ["C", "C", "O", "O", "C", "N", "S", "O", "O", "F", "H", "H", "H", "H", "H", "H", "O", "S", "O", "O", "C", "C", "C", "H", "H", "H", "H", "H", "H", "H", "H", "O", "S", "O", "O", "C", "C", "C", "H", "H", "H", "H", "H", "H", "H", "H"], "xyz": [[-1.2745, -3.7040, 1.3160], [-1.3674, -2.1388, 1.8244], [-2.5921, -1.6119, 2.0272], [-0.1763, -1.2958, 2.0127], [-0.2092, -0.5520, 3.2815], [1.1169, 0.2159, 3.3681], [1.4354, 1.1315, 1.9157], [2.2724, 0.2756, 0.8881], [2.4057, 2.3012, 2.3381], [0.0488, 1.8652, 1.2070], [-2.3170, -4.2181, 1.5692], [-0.4347, -4.3356, 1.8501], [-1.0956, -3.8234, 0.1566], [-1.0999, 0.1983, 3.3969], [-0.2023, -1.3273, 4.1654], [1.8410, -0.5638, 3.3710], [-1.9246, -5.7192, -1.9764], [-0.8597, -5.6601, -2.9557], [-0.0978, -4.4529, -3.1907], [-1.4205, -6.2114, -4.3828], [-2.5919, -5.6232, -4.9279], [-2.2884, -4.2877, -5.5811], [0.2758, -6.9870, -2.6364], [-3.3704, -5.5226, -4.1643], [-2.9728, -6.3138, -5.6880], [-1.9997, -3.5421, -4.8341], [-3.1651, -3.9101, -6.1150], [-1.4550, -4.3799, -6.2846], [-0.2881, -7.9140, -2.5155], [0.8172, -6.7550, -1.7173], [0.9751, -7.0625, -3.4713], [0.8118, 7.7341, -0.0813], [1.0302, 7.8313, 1.3467], [2.1364, 8.5772, 1.9061], [1.0330, 6.3325, 1.9860], [1.9139, 5.3611, 1.4421], [3.3329, 5.5594, 1.9411], [-0.4700, 8.3951, 2.1106], [1.8745, 5.3671, 0.3477], [1.5530, 4.3811, 1.7726], [3.7620, 6.4854, 1.5464], [3.9727, 4.7295, 1.6278], [3.3540, 5.6332, 3.0330], [-1.3037, 7.7974, 1.7370], [-0.6118, 9.4442, 1.8439], [-0.3742, 8.2961, 3.1936]], "forces_ev_per_a": [[0.017, -0.333, 0.176], [-5.836, 2.292, 0.454], [8.020, -3.138, -0.934], [-2.651, -1.823, 0.889], [-0.184, 0.253, 0.906], [-2.093, -1.463, -1.378], [8.905, 2.261, -3.019], [-4.775, 2.584, 3.652], [-5.074, -4.038, -0.931], [2.240, -2.090, 1.997], [2.285, 1.484, -0.545], [-1.549, 1.634, -0.943], [-0.359, 0.663, 2.329], [1.678, -1.596, -0.549], [-0.028, 1.686, -1.624], [-0.593, 1.525, -0.517], [0.697, 0.456, -0.704], [0.074, -0.242, -0.580], [-0.871, -0.784, 0.453], [0.880, -0.201, 1.245], [-0.915, 0.668, -0.584], [0.158, 0.327, 0.119], [-0.059, -0.134, -0.164], [0.191, -0.064, 0.051], [0.282, -0.126, 0.278], [-0.061, -0.092, -0.106], [0.068, -0.120, 0.050], [-0.172, -0.054, 0.049], [0.040, 0.188, -0.044], [-0.152, 0.123, -0.115], [-0.141, 0.071, 0.106], [0.532, 0.131, 1.052], [-0.015, -0.522, 0.272], [-0.747, -0.508, -0.758], [-0.766, 1.518, -0.155], [0.903, -0.931, -0.346], [0.255, 0.269, -0.037], [-0.074, -0.162, 0.099], [-0.092, 0.166, 0.098], [-0.147, 0.432, 0.017], [-0.050, -0.116, 0.035], [-0.178, 0.022, 0.048], [-0.049, -0.117, -0.143], [0.189, 0.059, 0.034], [0.169, -0.145, -0.054], [0.050, -0.009, -0.181]]}

{"formula": "C9H22INO2P", "method": "ωB97M-V/def2-TZVPD", "total_charge": -1, "lumo_ha": 0.08534, "gap_ev": 4.98, "e_above_lowest_ev": 0.000, "e_homo_ha": -0.09756, "symbols": ["C", "C", "C", "I", "P", "C", "C", "C", "N", "C", "C", "C", "O", "H", "H", "H", "H", "H", "H", "H", "H", "H", "H", "H", "H", "H", "H", "H", "H", "H", "H", "H", "H", "H", "O", "H"], "xyz": [[1.3851, 1.8259, 3.9208], [0.4644, 1.1562, 2.9041], [0.7199, 1.4673, 1.4388], [2.8026, 1.1633, 0.9717], [-0.4520, 0.2634, 0.3467], [-0.5640, 1.4785, -1.0434], [-0.2987, 0.9283, -2.4460], [1.1786, 0.6189, -2.7007], [1.3946, -0.7302, -3.2650], [-1.6363, -1.0293, -0.3679], [-0.9659, -2.1530, -1.1035], [-0.0029, -3.1077, -0.1914], [-1.3620, -3.4132, -0.9466], [0.8667, 1.9384, 4.8670], [2.2961, 1.2589, 4.0715], [1.6833, 2.8128, 3.5778], [-0.5434, 1.5148, 3.1000], [0.4598, 0.0779, 3.0602], [0.4663, 2.5149, 1.2927], [-1.3681, 0.4090, 1.4116], [0.5918, -0.6911, 0.4419], [0.1646, 2.2677, -0.8823], [-1.5364, 1.9612, -1.0253], [-0.9296, 0.0872, -2.6998], [-0.5885, 1.7256, -3.1293], [1.5844, 1.3484, -3.3947], [1.7423, 0.7298, -1.7779], [2.0507, -0.6971, -4.0321], [1.8308, -1.3194, -2.5684], [-2.1006, -1.4989, 0.5095], [-2.3704, -0.6136, -1.0587], [-0.5634, -1.9563, -2.0927], [0.7743, -3.0284, -1.0134], [0.2465, -4.1469, -0.0117], [-3.5130, -1.1893, 2.1191], [-3.9075, -1.9742, 1.7172]], "forces_ev_per_a": [[-0.096, 0.022, -0.200], [0.333, 0.129, 0.012], [-0.365, -0.286, 0.386], [0.007, 0.157, -0.155], [-0.560, 0.137, 0.409], [0.505, -0.096, -0.325], [-0.035, 0.578, -0.013], [0.005, -0.551, -0.140], [0.107, 0.089, 0.021], [0.812, -1.131, -0.783], [-0.969, 1.082, 2.111], [0.515, -0.014, -3.035], [0.585, -0.679, -0.675], [0.026, -0.048, 0.267], [0.166, -0.119, 0.081], [-0.006, 0.236, -0.019], [-0.301, -0.146, -0.030], [-0.095, -0.177, 0.054], [0.384, 0.275, -0.276], [-0.153, 0.066, -0.027], [0.043, -0.064, -0.081], [0.116, 0.146, 0.178], [-0.320, -0.165, 0.262], [-0.014, -0.276, 0.069], [-0.161, 0.050, -0.200], [0.071, 0.167, -0.104], [0.064, 0.060, 0.153], [0.008, 0.050, -0.079], [-0.087, -0.139, 0.082], [-0.534, 0.466, 0.217], [-0.300, 0.275, 0.218], [0.430, 0.154, -0.116], [-0.120, -0.554, -0.070], [-0.284, 0.162, 1.880], [0.235, 0.086, -0.151], [-0.012, 0.058, 0.078]]}

Question: Which formula does entry 2 have?
Answer: C9H22FNO10S3